Entry 1:
The following is a quantum chemistry calculation of 2 unconnected molecules or ions with the total composition C5H14NO6P2 in a non-equilibrium geometry, from the Open Molecules 2025 dataset.

Atoms and positions in Å:
C (1.657, -0.199, -0.910)
H (2.065, 3.393, -0.437)
C (-1.450, -1.977, 1.219)
O (4.087, 0.538, -0.578)
H (1.673, 3.448, 1.214)
H (-0.723, -2.488, 0.517)
H (2.319, 1.226, 0.863)
O (-1.758, 1.345, -0.694)
O (2.946, -0.946, 1.289)
H (-5.240, -1.100, -0.646)
C (-4.191, -1.538, -0.716)
P (-1.790, -0.271, -0.719)
H (1.194, -0.673, -1.759)
H (-4.030, -2.115, 0.203)
H (-2.415, -2.378, 1.058)
N (0.901, 0.742, -0.563)
C (1.355, 3.077, 0.326)
H (0.681, 1.138, 1.370)
P (3.239, -0.821, -0.219)
O (-3.389, -0.444, -0.773)
O (-1.451, -0.587, 0.895)
H (0.383, 3.473, 0.205)
O (3.738, -1.911, -1.064)
C (1.337, 1.578, 0.575)
H (-0.854, 1.626, -0.422)
H (4.869, 0.050, -0.875)
H (-0.930, -2.031, 2.230)
H (-4.226, -2.155, -1.591)

Output
Calculated total energy = -1387.96923 Eh
Charge = -1
Lowest unoccupied orbital energy = 3.041 eV
Energy above the lowest of the compared OMol25 structures with the same formula, charge and spin = 133.01 kJ/mol
Multiplicity = 1
Highest occupied orbital energy = -5.10 eV

=====

Entry 2:
The following is a quantum chemistry calculation of a molecular structure, C2H6NO3, from the Open Molecules 2025 dataset.

Atoms and positions in Å:
C (2.137, 0.286, -0.450)
H (-1.536, -1.576, -1.057)
N (0.341, 0.361, 0.293)
O (-2.342, -1.538, -0.519)
H (-2.195, -0.669, -0.049)
O (-1.887, 0.798, 0.684)
H (-0.554, 2.198, 0.188)
C (-0.709, 1.124, 0.398)
H (2.416, 1.249, 0.015)
O (2.750, -0.742, -0.128)
H (1.738, 0.403, -1.471)
H (0.232, -0.569, 0.683)

Output
Calculated total energy = -360.30587 Eh
Charge = -1
Lowest unoccupied orbital energy = 4.224 eV
Energy above the lowest of the compared OMol25 structures with the same formula, charge and spin = 171.60 kJ/mol
Multiplicity = 1
Highest occupied orbital energy = -4.58 eV

=====

Entry 3:
The following is a quantum chemistry calculation of a molecular structure, C6H9NO in a non-equilibrium geometry, from the Open Molecules 2025 dataset.

Atoms and positions in Å:
H (-1.763, -1.499, -1.461)
H (2.155, 0.431, -1.274)
H (2.475, 1.994, -0.719)
H (-1.950, -2.263, 1.586)
H (1.193, -1.338, 0.683)
H (0.515, 3.361, 0.109)
C (0.030, 2.390, 0.182)
H (0.108, -0.306, 1.762)
C (-0.945, -2.457, 1.118)
C (-0.430, -0.412, -0.299)
O (-0.506, -3.560, 1.002)
H (-1.429, 0.254, -1.986)
N (1.950, 1.136, -0.583)
C (0.238, -0.842, 0.827)
C (-1.282, -0.549, -1.277)
C (0.628, 1.269, -0.220)
H (-0.985, 2.390, 0.551)

Output
Calculated total energy = -363.81477 Eh
Charge = 0
Lowest unoccupied orbital energy = 0.903 eV
Energy above the lowest of the compared OMol25 structures with the same formula, charge and spin = 549.98 kJ/mol
Multiplicity = 1
Highest occupied orbital energy = -7.67 eV

=====

> calculated total energy of number 3 (C6H9NO)?

-363.81477 Eh

=====

> The highest lowest unoccupied orbital energy belongs to which entry?

C2H6NO3

=====

Please write out number 1 again, unchanged.
The following is a quantum chemistry calculation of 2 unconnected molecules or ions with the total composition C5H14NO6P2 in a non-equilibrium geometry, from the Open Molecules 2025 dataset.

Atoms and positions in Å:
C (1.657, -0.199, -0.910)
H (2.065, 3.393, -0.437)
C (-1.450, -1.977, 1.219)
O (4.087, 0.538, -0.578)
H (1.673, 3.448, 1.214)
H (-0.723, -2.488, 0.517)
H (2.319, 1.226, 0.863)
O (-1.758, 1.345, -0.694)
O (2.946, -0.946, 1.289)
H (-5.240, -1.100, -0.646)
C (-4.191, -1.538, -0.716)
P (-1.790, -0.271, -0.719)
H (1.194, -0.673, -1.759)
H (-4.030, -2.115, 0.203)
H (-2.415, -2.378, 1.058)
N (0.901, 0.742, -0.563)
C (1.355, 3.077, 0.326)
H (0.681, 1.138, 1.370)
P (3.239, -0.821, -0.219)
O (-3.389, -0.444, -0.773)
O (-1.451, -0.587, 0.895)
H (0.383, 3.473, 0.205)
O (3.738, -1.911, -1.064)
C (1.337, 1.578, 0.575)
H (-0.854, 1.626, -0.422)
H (4.869, 0.050, -0.875)
H (-0.930, -2.031, 2.230)
H (-4.226, -2.155, -1.591)

Output
Calculated total energy = -1387.96923 Eh
Charge = -1
Lowest unoccupied orbital energy = 3.041 eV
Energy above the lowest of the compared OMol25 structures with the same formula, charge and spin = 133.01 kJ/mol
Multiplicity = 1
Highest occupied orbital energy = -5.10 eV